[1]
{
  "formula": "C36H103N5O21",
  "method": "the ωB97M-V functional and the def2-TZVPD basis",
  "species": ["C", "C", "C", "H", "H", "H", "H", "H", "H", "H", "O", "H", "H", "H", "H", "H", "H", "O", "C", "O", "H", "H", "H", "O", "C", "H", "H", "H", "C", "O", "H", "O", "H", "C", "O", "H", "H", "O", "C", "H", "H", "H", "H", "H", "O", "H", "H", "H", "N", "O", "H", "H", "C", "C", "H", "O", "H", "C", "H", "H", "H", "C", "C", "N", "O", "H", "C", "H", "H", "H", "H", "H", "H", "H", "H", "H", "H", "H", "C", "H", "H", "H", "H", "O", "C", "H", "H", "C", "O", "H", "N", "H", "H", "O", "C", "O", "H", "H", "C", "H", "H", "H", "H", "H", "C", "H", "C", "O", "H", "H", "H", "H", "C", "H", "C", "H", "C", "C", "H", "H", "H", "H", "C", "H", "N", "H", "H", "C", "H", "H", "H", "H", "C", "H", "C", "H", "C", "O", "C", "H", "H", "H", "C", "H", "H", "H", "C", "O", "H", "H", "H", "C", "H", "H", "H", "H", "H", "O", "N", "O", "C", "H", "C", "H", "H"],
  "coordinates": [[-6.69931, 6.27431, 16.12186], [-14.69313, 8.35145, 18.71883], [-10.60130, 1.92358, 19.94004], [-16.67367, 4.03419, 17.90761], [-5.25428, 7.87839, 15.68947], [-15.45962, 8.95363, 19.20844], [-9.33458, 3.98951, 18.33092], [-10.28865, 8.20383, 22.45490], [-7.59554, 7.94110, 15.04749], [-9.92936, 11.43258, 19.25362], [-11.07111, 10.83963, 20.70444], [-9.63096, 1.45015, 20.11710], [-10.50010, 10.72435, 15.15996], [-10.92417, 7.69738, 15.45770], [-12.05128, 4.61006, 21.13776], [-11.02138, 9.64142, 22.34885], [-15.96212, 11.57485, 17.90801], [-12.57036, 8.13414, 17.72016], [-10.04869, 7.41153, 14.86612], [-9.07797, 6.81709, 15.76060], [-11.49304, 13.06873, 20.48015], [-13.11287, 11.72664, 12.32890], [-13.48351, 5.13519, 21.90020], [-20.72620, 10.91704, 14.12636], [-17.00354, 11.38980, 17.61681], [-16.23978, 9.61778, 21.90350], [-19.25811, 10.27918, 12.88827], [-15.85578, 4.39472, 20.02132], [-15.77736, 3.59885, 18.34419], [-13.01551, 13.78250, 17.47681], [-10.55143, 2.99818, 20.14382], [-11.07289, 1.64464, 18.64058], [-10.52880, 12.27318, 16.07758], [-15.72650, 10.56750, 21.73745], [-15.16670, 4.46331, 19.33384], [-10.83653, 8.25370, 20.28031], [-21.92422, 12.13518, 12.89827], [-15.93130, 10.85837, 24.15573], [-9.80919, 11.41067, 20.34420], [-8.44298, 3.94204, 16.25142], [-17.10111, 11.85072, 22.91962], [-14.86754, 6.40194, 18.79089], [-15.39962, 12.36971, 22.72912], [-11.29563, 1.52764, 20.68300], [-13.73173, 12.08189, 19.74501], [-11.79472, 9.89677, 25.27818], [-19.95938, 9.96029, 16.43610], [-10.46521, 1.71696, 16.68681], [-10.66603, 8.95558, 23.01812], [-9.89618, 8.35925, 17.85356], [-16.76381, 10.46194, 20.09809], [-15.09647, 1.78407, 19.38464], [-12.47246, 9.27898, 24.69392], [-18.76516, 9.85182, 14.90512], [-12.43970, 14.43633, 19.39270], [-16.26937, 11.16373, 20.54705], [-8.64185, 13.19987, 20.59896], [-13.31353, 8.95279, 18.57487], [-8.39414, 8.49671, 19.30973], [-7.75585, 6.35156, 14.22642], [-13.77920, 15.26930, 18.69499], [-12.57866, 7.38485, 22.79366], [-7.75346, 6.87068, 15.19023], [-9.47154, 3.88889, 16.21697], [-11.75140, 6.39214, 22.16812], [-22.72424, 10.84534, 13.77641], [-14.28942, 13.35841, 19.49657], [-13.07432, 12.81832, 17.47705], [-17.59809, 8.15082, 14.20841], [-13.74016, 8.60469, 13.84198], [-15.19988, 13.28100, 18.88360], [-15.79320, 4.88544, 22.38200], [-8.81516, 6.86570, 18.54862], [-21.64985, 10.42956, 12.38739], [-6.37877, 4.58742, 15.16846], [-13.33900, 9.09581, 15.41796], [-9.70272, 8.34619, 14.42620], [-20.30084, 8.98382, 13.50232], [-9.17136, 7.81682, 18.95699], [-16.84878, 1.81333, 20.77192], [-14.82027, 13.76314, 20.36924], [-19.49686, 12.67054, 16.99753], [-11.60154, 8.27969, 17.75595], [-9.33185, 7.09092, 21.20971], [-11.38618, 4.30949, 17.66960], [-14.60462, 11.85563, 13.25065], [-4.95033, 6.40665, 14.76872], [-17.44576, 9.17600, 14.53982], [-14.66977, 7.11391, 19.41306], [-4.58434, 6.50822, 16.50978], [-19.29420, 9.23754, 16.15639], [-17.92826, 9.69654, 17.50152], [-19.88290, 8.42338, 16.01063], [-17.36167, 10.14990, 18.15717], [-17.89034, 12.57579, 18.07309], [-16.72313, 6.19825, 21.14052], [-17.73189, 12.70260, 19.14158], [-15.65088, 6.57278, 22.82240], [-12.58035, 5.52664, 21.42517], [-14.64648, 10.43412, 21.64177], [-10.27972, 10.74869, 16.87030], [-18.22298, 4.81986, 22.74148], [-12.98217, 8.00939, 21.98573], [-6.01705, 4.45906, 16.80978], [-10.84878, 11.22372, 16.06807], [-14.23899, 10.34084, 12.36326], [-13.08557, 10.56310, 14.14624], [-12.21124, 11.13002, 16.34942], [-17.59646, 13.46388, 17.51331], [-9.62714, 12.79176, 22.03243], [-10.60939, 6.53073, 19.76693], [-8.92608, 10.77849, 20.47697], [-16.06330, 11.51660, 22.90432], [-11.95926, 4.14636, 16.74881], [-10.13750, 2.07067, 17.66417], [-12.06752, 10.24229, 13.89908], [-5.29426, 6.78583, 15.73070], [-10.01639, 3.62445, 17.55393], [-14.15261, 11.46990, 15.73322], [-15.08868, 8.33610, 17.69445], [-16.77840, 9.25355, 15.39980], [-17.24562, 4.95566, 24.20135], [-13.32029, 14.28267, 18.76537], [-11.31000, 7.59941, 24.40416], [-13.81235, 9.32932, 14.54293], [-12.94731, 10.01947, 24.03120], [-10.39712, 6.60401, 14.22439], [-13.82146, 11.16346, 12.94067], [-11.37100, 5.40331, 17.62816], [-7.01660, 6.54484, 17.13328], [-14.97332, 3.38432, 17.63697], [-12.97901, 12.52756, 15.05966], [-21.81385, 11.10315, 13.23071], [-9.59480, 8.00660, 17.00119], [-16.36292, 5.82142, 22.46917], [-16.92721, 11.36312, 16.52391], [-9.59276, 12.79785, 20.94132], [-16.88156, 2.52253, 20.12657], [-19.78688, 9.90974, 13.77865], [-11.93854, 3.90502, 18.51449], [-18.56737, 10.88874, 15.17675], [-16.85921, 9.75180, 13.81824], [-17.58551, 5.49566, 23.31106], [-15.98565, 6.43455, 20.55275], [-9.62713, 6.28895, 21.64304], [-12.92632, 8.98024, 19.60948], [-11.76867, 8.32691, 23.71224], [-19.26435, 12.22257, 17.81733], [-13.36458, 6.94956, 23.41748], [-13.23736, 8.82352, 25.31905], [-9.13904, 1.62522, 17.75460], [-16.00665, 2.27086, 19.02097], [-17.64996, 7.37733, 23.71739], [-14.44773, 11.42953, 19.72229], [-13.25669, 9.99080, 18.22560], [-9.74276, 4.80912, 15.90561], [-12.81391, 5.98953, 20.46399], [-18.29231, 6.66214, 23.71389], [-6.67038, 4.79728, 16.11828], [-10.69091, 13.60325, 20.49984], [-10.12118, 7.45141, 20.09179], [-16.43461, 1.48565, 18.38418], [-13.13122, 11.47415, 15.34350], [-11.63385, 11.05332, 19.95286], [-15.17340, 11.19003, 24.64427]],
  "de_lowest_kj_mol": 179.5,
  "homo_energy_ev": -8.439,
  "spin_multiplicity": 1
}

---

[2]
{
  "formula": "C5H7NO",
  "method": "the ωB97M-V functional and the def2-TZVPD basis",
  "species": ["H", "C", "H", "C", "H", "O", "C", "H", "N", "C", "C", "H", "H", "H"],
  "coordinates": [[-1.82644, -1.09190, 0.08418], [-0.73296, -1.19998, 0.05513], [1.48312, 0.59245, -1.61862], [0.01832, 0.15887, -0.07690], [-0.63585, -1.99451, -0.61466], [1.57000, -1.17116, 0.96938], [-0.73850, 1.46537, -0.30022], [-0.31157, 2.18401, 0.44357], [2.16330, -0.65889, -0.15658], [0.22076, -0.69492, 1.11540], [1.31258, 0.08421, -0.74544], [-0.71407, 1.84134, -1.33029], [-0.02536, -0.53365, 2.28307], [-1.78335, 1.01877, -0.10803]],
  "de_lowest_kj_mol": 374.6,
  "homo_energy_ev": -9.110,
  "spin_multiplicity": 1
}

---

[3]
{
  "formula": "C4H8N2O",
  "method": "the ωB97M-V functional and the def2-TZVPD basis",
  "species": ["H", "C", "C", "C", "C", "H", "H", "H", "O", "H", "N", "H", "H", "N", "H"],
  "coordinates": [[2.31819, -0.12960, -1.12438], [0.22504, -0.40022, -0.70141], [1.58997, 0.16712, -0.35573], [-0.85833, 0.06538, 0.28368], [-1.28958, 1.43563, -0.05605], [-0.39426, 0.11717, 1.28100], [0.28949, -1.49569, -0.65059], [-0.06353, -0.13822, -1.72423], [1.94593, -0.35562, 0.91437], [1.54863, 1.26783, -0.33696], [-2.01572, -0.82468, 0.21315], [-1.72108, -1.74662, 0.52536], [-2.73756, -0.51462, 0.85871], [-1.61823, 2.51300, -0.31843], [2.78103, 0.03914, 1.19152]],
  "de_lowest_kj_mol": 150.8,
  "homo_energy_ev": -10.078,
  "spin_multiplicity": 1
}

---

[4]
{
  "formula": "C30H42As3NRuS4",
  "method": "the ωB97M-V functional and the def2-TZVPD basis",
  "species": ["H", "H", "H", "H", "C", "S", "C", "As", "H", "C", "C", "C", "C", "H", "H", "As", "C", "C", "C", "H", "H", "H", "C", "H", "H", "C", "Ru", "H", "H", "C", "C", "H", "S", "S", "H", "H", "C", "N", "H", "C", "H", "C", "C", "H", "C", "C", "C", "C", "H", "H", "C", "H", "C", "H", "H", "As", "H", "H", "H", "H", "H", "S", "C", "C", "H", "H", "C", "H", "H", "H", "H", "H", "C", "H", "H", "C", "H", "H", "C", "H", "C"],
  "coordinates": [[1.55242, -1.52413, -3.53873], [3.99151, 0.74103, -0.80976], [0.07073, -6.56331, -3.60373], [-0.44420, 3.74823, 6.36803], [-0.42276, -2.93625, 2.62894], [1.12473, -2.71846, -0.83887], [2.47342, 4.37177, 3.82616], [2.19021, 0.23168, 0.89645], [-0.15681, -0.41845, 4.53865], [0.88736, 1.17808, 3.50083], [-1.01447, -0.88594, -5.25316], [-0.31040, 3.58737, -4.58053], [0.45200, -0.29321, 3.63950], [-0.41574, -0.70635, -6.13547], [-2.74591, 0.27487, 2.62826], [-0.62769, -1.05562, 2.18454], [0.48434, -4.86212, -2.38007], [1.04226, -0.60593, -3.84076], [0.14679, 4.29486, 5.63352], [1.41400, 2.32555, -4.74330], [0.52842, 1.41498, 5.61415], [-1.12552, -3.52757, 2.04469], [-1.40975, 3.92323, -3.80104], [2.16663, 0.96826, 5.21696], [-4.08394, -2.14564, -1.88102], [1.34180, 1.61708, 4.90852], [-0.09101, -0.64544, -0.53294], [-2.07717, 4.71473, -4.11519], [3.09179, 2.20829, -0.38744], [-3.08625, -1.39327, -4.18886], [-1.41466, -3.74127, -1.44698], [-3.43291, -0.64361, -1.20521], [1.39341, 0.57945, -2.51774], [-2.15276, -2.45743, -0.46585], [3.39920, 3.94462, 3.44402], [-0.00998, 3.07192, 2.94725], [-1.72832, -5.68081, -2.83852], [-1.12711, -1.05309, -2.87998], [1.55735, -4.94365, -2.49568], [3.54896, 1.30287, 0.00978], [2.67906, 5.40092, 4.12140], [-3.16974, -1.58672, -1.69188], [-0.35306, -5.77206, -2.99954], [2.68794, -1.94879, 2.09876], [2.08130, 1.31085, 2.53943], [-1.64890, 3.26087, -2.61164], [0.28481, 1.89115, -2.97461], [-2.44382, -0.75300, 2.81518], [1.71813, 4.38501, 3.04180], [-0.61862, 1.71340, 2.02398], [-2.36843, -1.15582, -5.34754], [-2.85660, -1.18830, -6.31246], [-2.42722, -1.32935, -2.97066], [-0.40180, 4.34760, 4.69565], [3.01335, 1.08699, 3.06686], [1.90773, 3.44571, 5.46459], [-0.10732, 4.11518, -5.50227], [-2.50130, -0.96647, 3.88224], [1.32573, -0.93912, 3.76021], [0.29847, 5.30578, 6.01059], [-3.11031, -1.42751, 2.27881], [-1.18030, 1.47334, -0.62829], [-0.81190, 2.22942, -2.17737], [-0.42756, -0.85379, -3.99755], [-3.32419, -4.60650, -1.89524], [-4.14219, -1.62495, -4.22249], [3.27904, -1.27307, 1.48278], [1.47997, -0.25337, -4.77273], [-1.13276, 1.94529, 3.70765], [4.13755, -0.91594, 2.05124], [-2.38592, -6.39863, -3.30946], [2.15298, 2.33955, 2.18912], [0.53895, 2.57985, -4.15771], [3.62095, -1.82511, 0.60855], [4.32023, 1.57094, 0.73197], [-2.25417, -4.67156, -2.05076], [0.58884, -3.25758, 2.38729], [-0.61965, -3.08772, 3.69015], [-0.28860, 2.02236, 3.01862], [-2.49570, 3.53591, -1.99658], [-0.02498, -3.82211, -1.59751]],
  "de_lowest_kj_mol": 0.0,
  "s_squared": 8.779,
  "homo_energy_ev": [-9.355, -10.437],
  "charge": 1,
  "spin_multiplicity": 6
}

---

[5]
{
  "formula": "C4H7N",
  "method": "the ωB97M-V functional and the def2-TZVPD basis",
  "species": ["H", "C", "H", "H", "C", "C", "H", "H", "C", "H", "N", "H"],
  "coordinates": [[2.24945, 1.49344, 0.32195], [-2.36564, 0.28376, -0.36658], [1.83456, -0.15227, 0.40234], [1.72620, 0.72260, -1.38734], [-1.13444, -0.49429, -0.77335], [2.23137, 0.67107, -0.31715], [-1.10351, -1.45748, -0.42926], [-0.59854, -0.32217, -1.70537], [-0.84163, 0.57610, 0.20691], [-2.90777, 0.97994, -0.94408], [-1.90132, 0.65969, 0.94168], [3.27134, 0.53137, -0.68156]],
  "de_lowest_kj_mol": 510.8,
  "homo_energy_ev": [-8.711, -8.711],
  "spin_multiplicity": 1
}

---

[6]
{
  "formula": "CHBrClNO2",
  "method": "the ωB97M-V functional and the def2-TZVPD basis",
  "species": ["N", "O", "O", "C", "H", "Br", "Cl"],
  "coordinates": [[1.70157, 0.01350, 0.04942], [1.70240, 1.23629, 0.08032], [2.69527, -0.69621, 0.15865], [0.46039, -0.59468, -0.07975], [-0.41492, 0.03449, 0.00477], [5.40387, 0.07302, -0.02629], [0.34517, -2.25157, -0.02470]],
  "de_lowest_kj_mol": 204.2,
  "homo_energy_ev": [-10.678, -10.168],
  "spin_multiplicity": 1
}

---

[7]
{
  "formula": "C3H2N2O2",
  "method": "the ωB97M-V functional and the def2-TZVPD basis",
  "species": ["N", "H", "C", "N", "H", "O", "C", "C", "O"],
  "coordinates": [[-2.47450, -1.21452, 0.21224], [2.11352, 0.71582, 0.85776], [-0.82754, 0.66864, 0.36551], [0.18409, 1.39811, 0.36209], [-2.17374, -2.15983, -0.04024], [1.34412, -0.44095, -0.72368], [-1.52620, -0.42098, 0.24244], [1.39508, 0.70300, 0.03823], [1.87742, 0.84814, -1.23580]],
  "de_lowest_kj_mol": 605.8,
  "homo_energy_ev": -9.136,
  "spin_multiplicity": 1
}